This record from the Open Molecules 2025 dataset describes a molecular structure, C29H47FN6O3PtSSi2Te at a distorted geometry. The level of theory is wB97M-V/def2-TZVPD.

Summary:
multiplicity = 1
charge = +4
total energy = -85729.43221 eV

XYZ file:
```
91
Properties=species:S:1:pos:R:3:forces:R:3
Pt 1.881042 1.160937 0.198181 -0.44 -0.62 -0.49
Te 1.438413 2.456467 2.590784 -0.06 -0.10 0.24
S 5.821618 2.898287 -0.962484 0.06 0.08 -0.03
Si 1.492002 -0.897805 3.443409 -0.04 -0.01 -0.11
Si 2.072439 4.153721 5.238835 0.03 0.04 0.11
F -1.557083 -4.463305 -1.525339 0.01 0.00 0.00
O -0.654546 3.843130 -1.177745 -0.08 -0.14 -0.12
O 0.525541 2.505923 0.107415 -0.41 1.44 -0.50
O 0.393776 -0.068944 -0.347905 -0.12 -0.40 0.35
N 3.976934 4.327290 0.424126 0.01 -0.05 0.17
N -5.864959 -5.507965 -3.897576 0.05 0.02 -0.02
N 4.176241 0.984371 -0.757180 0.20 0.02 0.13
N 3.632767 2.051432 -0.098229 -0.01 0.09 0.31
N -2.665084 0.710758 -2.979562 -0.07 -0.05 0.01
N -3.579689 -4.023705 -3.434300 -0.01 0.02 0.05
C -4.585887 -6.261944 -3.666402 -0.03 -0.01 0.02
C 3.230871 4.124100 6.673745 0.03 -0.05 0.04
C -5.136057 0.864121 -3.604632 -0.03 0.00 0.02
C -2.882425 -2.988966 -2.847680 -0.01 -0.05 -0.01
C 2.783783 2.630038 4.125470 0.16 -0.15 -0.25
C 2.202520 5.677923 4.189381 0.05 -0.04 -0.15
C -5.647790 -4.263209 -4.745013 -0.01 -0.01 -0.02
C -0.605398 0.218240 -1.140411 0.22 -0.08 -0.06
C -1.365234 -0.865270 -1.684523 -0.09 0.07 0.03
C -4.543980 2.221855 -3.827535 -0.04 0.05 -0.05
C 0.278189 -2.144241 4.060122 -0.07 -0.03 0.06
C -1.854448 -3.208927 -1.882635 -0.04 -0.01 0.00
C 6.174073 0.311423 -2.059757 -0.01 -0.04 0.01
C -1.969301 1.702766 -2.454862 0.12 0.01 0.01
C 2.091058 -1.351454 1.721012 0.14 0.09 -0.13
C -2.393402 -0.610965 -2.611834 -0.06 0.07 -0.08
C -0.355418 2.715763 -0.937886 0.23 0.07 0.32
C 6.178079 -1.103858 -1.482379 -0.01 0.01 -0.01
C -0.953566 1.513203 -1.528222 -0.09 0.01 -0.10
C 0.323847 3.712024 5.687209 -0.06 -0.09 -0.10
C -3.690464 1.004711 -3.984718 0.00 -0.05 0.03
C 2.980727 -0.714060 4.528525 0.04 0.02 0.11
C 4.338461 3.165094 -0.120987 0.04 -0.10 -0.12
C -4.166697 -3.902521 -4.763075 -0.01 -0.03 0.03
C 0.453737 0.750975 3.277028 0.12 -0.18 0.05
C -1.125666 -2.205995 -1.331392 0.07 0.01 -0.01
C -3.597154 -5.396532 -2.895426 0.00 0.04 -0.06
C -3.131508 -1.656636 -3.170830 0.04 0.00 -0.03
C 5.328306 1.254387 -1.268635 0.01 -0.02 0.02
H 0.285509 2.781793 6.259863 -0.03 0.03 0.03
H 0.055108 1.012226 4.264336 0.02 0.05 -0.01
H -3.923572 -1.409168 -3.858516 0.01 0.01 0.03
H 3.023362 4.487364 0.702800 -0.09 0.05 -0.13
H -6.006508 -4.475688 -5.749735 -0.01 -0.01 -0.01
H -4.218199 -6.563448 -4.643979 0.01 0.01 -0.01
H 1.724103 6.515130 4.703253 0.03 0.00 0.03
H -4.796818 2.751647 -4.734647 0.02 0.01 0.01
H 0.710398 -3.146168 3.991495 -0.01 0.02 0.00
H -0.649363 -2.137038 3.484251 0.01 -0.02 0.01
H -2.630089 -5.893142 -2.962295 0.03 0.01 -0.02
H 3.249439 5.947306 4.031319 -0.02 0.03 0.00
H 1.713318 5.602004 3.213282 -0.03 0.00 0.03
H 2.655019 -0.508902 1.239469 0.26 -0.21 0.14
H 5.783936 0.310693 -3.081485 -0.01 0.01 0.00
H -0.331895 -2.462169 -0.644386 -0.02 0.00 0.01
H 6.651543 -1.127838 -0.501475 0.00 0.02 0.00
H 6.739838 -1.760621 -2.142709 0.00 0.00 0.01
H 2.835097 1.718000 4.711298 0.06 0.05 0.03
H 7.186471 0.711956 -2.122170 0.01 0.00 0.01
H -2.212435 2.704450 -2.783566 -0.02 0.00 0.02
H -4.813385 -7.161458 -3.098655 -0.01 -0.01 0.00
H 3.741594 -0.046721 4.120525 0.03 -0.06 0.00
H 2.742313 -0.403627 5.548529 0.01 0.00 -0.01
H -5.357549 0.586969 -2.582065 0.02 0.02 0.00
H -3.625919 -4.544482 -5.462728 0.00 0.00 -0.01
H -6.261045 -3.475970 -4.313652 0.01 0.01 0.02
H -0.367241 3.624039 4.840777 0.01 0.04 0.01
H -6.552934 -6.116355 -4.345896 -0.01 -0.02 0.00
H -3.374833 0.716715 -4.978977 0.03 0.01 0.00
H 2.822041 -2.162409 1.773300 0.01 0.03 0.00
H -6.266091 -5.247919 -2.995702 -0.02 0.01 0.02
H -0.376918 0.603735 2.583340 -0.05 0.01 0.08
H 2.962162 4.952951 7.337261 0.02 -0.03 0.00
H -4.067476 -2.894100 -5.150075 0.01 0.00 0.00
H 5.165284 -1.495275 -1.393079 0.01 -0.01 -0.02
H -0.083553 4.502245 6.323009 0.00 -0.02 0.02
H 4.565719 5.140829 0.333406 0.00 0.01 -0.03
H 0.028988 -1.972361 5.109574 -0.02 0.00 -0.03
H 3.151626 3.199200 7.247373 0.00 0.03 0.01
H -3.880405 -5.365574 -1.842572 0.01 0.00 0.01
H 1.296095 -1.643121 1.041289 -0.03 -0.04 0.02
H 3.774479 2.936958 3.782379 -0.05 0.13 0.05
H 3.444100 -1.702427 4.606933 -0.03 0.00 0.01
H -4.413935 2.857426 -2.962104 0.00 -0.04 0.01
H 4.270288 4.261454 6.371607 -0.02 0.02 0.01
H -5.816295 0.468262 -4.346246 0.02 0.00 0.00
```
Forces are in eV/Å.